ORCA calculation (wB97M-V/def2-TZVPD) on C2H4N4S in the gas phase in a non-equilibrium geometry.

Results
Energy above the lowest of the compared OMol25 structures with the same formula, charge and spin (kcal per mole): 46.00
Kohn-Sham gap (Ha): 0.341
Total charge: 0
Highest occupied orbital energy (eV): -8.88
E_tot (Ha): -695.75862

```
11
C2H4N4S (wB97M-V/def2-TZVPD)
H 2.61660 0.53356 1.59729
N 2.50073 0.21342 0.64363
C 1.31613 0.04338 0.18639
N 1.05272 -0.36586 -1.19089
C -0.20787 -0.44973 -1.34833
N -0.89289 -0.17049 -0.16603
S -2.39975 0.72639 -0.31142
N 0.01473 0.36328 0.75925
H -0.70049 -0.73469 -2.26855
H -3.15830 -0.10819 0.43380
H -0.14161 -0.05106 1.66487
```



ORCA calculation (wB97M-V/def2-TZVPD) on a molecular structure, C20H33BrCl6LiN6O8PS in a non-equilibrium geometry.

Results
Energy above the lowest of the compared OMol25 structures with the same formula, charge and spin (kcal per mole): 0.00
Kohn-Sham gap (Ha): 0.111
Total charge: 0
Highest occupied orbital energy (eV): -6.06
E_tot (Ha): -7794.26172

```
77
C20H33BrCl6LiN6O8PS (wB97M-V/def2-TZVPD)
O 0.84957 -8.36176 1.60402
O -0.39362 -8.76217 1.03657
C -0.41697 -8.19524 -0.23912
C -0.15000 -6.72237 -0.07690
C -1.14942 -5.79884 0.19793
C -0.76095 -4.48966 0.32697
P -1.89673 -3.10159 0.55478
O -1.09244 -2.15038 1.54727
O -1.89197 -2.35854 -0.82394
S -3.64747 -3.56646 1.21392
N 0.46154 -4.03661 0.29874
N 1.40176 -4.92562 0.05320
C 2.69126 -4.33811 0.01006
C 3.77891 -5.00098 0.55247
C 4.96791 -4.33112 0.44938
C 4.98238 -3.07221 -0.15599
N 3.91426 -2.43386 -0.64555
C 2.76584 -3.05536 -0.57518
C 1.14390 -6.21984 -0.17320
H 0.59711 -7.47595 2.16948
H -1.44532 -8.40028 -0.58655
H 0.27852 -8.69360 -0.91755
H -2.20817 -6.00341 0.30859
H -0.38064 -2.64693 1.97568
H -1.50354 -1.45446 -0.73263
H 3.70075 -5.97941 1.00474
H 5.87984 -4.76286 0.82602
H 5.93513 -2.59392 -0.28325
H 1.83778 -2.56032 -0.95399
H 1.96946 -6.87024 -0.40390
Cl 0.67413 -0.85373 -0.60759
C -2.17133 3.46060 -0.14950
C -1.83399 2.10964 0.34594
O -1.63706 1.10254 -0.23126
N -1.55330 1.91301 1.83915
C -2.40337 0.86090 2.48769
H -2.19840 3.44525 -1.23160
H -3.14864 3.76925 0.23209
H -1.41107 4.17401 0.17351
H -1.56055 2.78726 2.36149
H -0.59971 1.52208 1.80950
H -3.43120 1.21180 2.52381
H -2.02137 0.71030 3.49293
H -2.31129 -0.05517 1.91403
C 2.64838 -0.19760 1.68483
N 2.02895 0.92796 2.44725
O 2.57614 2.00033 2.44472
O 0.96671 0.71251 3.04641
H 3.56242 0.16072 1.22120
H 2.85105 -0.99257 2.39784
H 1.92811 -0.51901 0.92509
Br 5.75996 -0.46427 0.71039
Li -2.96301 -7.22171 -0.95633
C -1.02550 5.27732 -4.53582
C -0.70113 5.98142 -3.22845
C 0.69604 6.57711 -3.25468
O -0.82698 5.05411 -2.13693
H -0.32806 4.45418 -4.70984
H -2.02930 4.85115 -4.50498
H -0.96589 5.96542 -5.37893
H -1.43232 6.76959 -3.04336
H 1.44757 5.79608 -3.39470
H 0.92133 7.07492 -2.31096
H 0.79695 7.30269 -4.06134
H -0.18539 4.34717 -2.28262
C -6.28805 4.71749 -0.34623
Cl -4.97448 5.46346 -1.26073
Cl -7.30883 3.78102 -1.42921
Cl -5.59978 3.63290 0.88797
Cl -7.24003 5.96316 0.45059
C 1.50183 6.64436 0.99553
C 2.51046 7.40425 0.27502
N 3.29994 7.99972 -0.30507
H 1.94419 5.76424 1.46099
H 1.04658 7.25039 1.77714
H 0.71510 6.31430 0.31592
Cl 0.05552 -6.58846 3.57700
```



ORCA calculation (wB97M-V/def2-TZVPD) on a molecular structure, C60H56N10Pt in a non-equilibrium geometry.

Results
Energy above the lowest of the compared OMol25 structures with the same formula, charge and spin (kcal per mole): 51.36
Kohn-Sham gap (spin up / spin down) (Ha): 0.172 / 0.172
Total charge: +2
Highest occupied orbital energy (spin up / spin down) (eV): -11.46 / -11.46
E_tot (Ha): -2986.23819

```
127
C60H56N10Pt (wB97M-V/def2-TZVPD)
Pt -0.30201 -0.31599 0.52281
C -3.71679 -0.12180 7.31965
C -2.46117 -0.65974 7.08325
C -1.95523 -0.69759 5.79614
C -2.68392 -0.16224 4.73662
C -3.94811 0.36427 4.97912
C -4.46443 0.37350 6.26266
C -2.08445 -0.17692 3.38761
C -1.68938 1.04875 2.81618
C -2.00306 2.33674 3.34557
C -1.50865 3.25724 2.46877
C -0.85361 2.54398 1.42310
N -0.99512 1.20243 1.65192
C -0.01558 3.18377 0.45331
C 0.80260 2.50112 -0.39802
C 2.11512 2.91306 -0.99152
C 3.51621 1.33206 -1.72881
C 2.76531 0.06933 -1.46582
C 2.47224 -1.09522 -2.09538
C 3.43413 -1.52939 -3.13983
C 3.52046 -0.90499 -4.37640
C 4.50920 -1.27435 -5.27172
C 5.43596 -2.24337 -4.92491
C 5.34972 -2.86986 -3.69306
C 4.35025 -2.52189 -2.80438
C 1.39614 -1.95667 -1.73931
N 0.39162 -1.83897 -0.79508
C -0.42601 -2.91255 -0.98293
C -1.50361 -3.36241 -0.18462
C -2.31067 -4.46087 -0.74155
C -2.44123 -5.69056 -0.10214
C -3.24883 -6.67331 -0.64433
C -3.94407 -6.44118 -1.81969
C -3.79439 -5.23096 -2.48021
C -2.97700 -4.25110 -1.95046
C -1.84323 -2.84641 1.06583
C -2.73472 -3.42323 2.03554
C -2.80747 -2.56079 3.07864
C -2.01907 -1.40721 2.73126
N -1.40895 -1.64227 1.53545
C 0.04177 -3.71257 -2.07577
C 1.17334 -3.12091 -2.53033
N 0.73697 1.08276 -0.53646
C 0.02307 4.67009 0.45369
C 1.14225 5.34422 0.93316
C 1.20187 6.72439 0.88149
C 0.14853 7.44649 0.34593
C -0.98078 6.78301 -0.10576
C -1.04797 5.40031 -0.05132
H -4.11491 -0.09247 8.32303
H -1.87259 -1.04602 7.90367
H -0.98507 -1.13237 5.60021
H -4.53575 0.73609 4.15315
H -5.45115 0.77631 6.43864
H -2.53364 2.50753 4.25903
H -1.56703 4.32472 2.54083
H 2.33267 3.96506 -0.83122
H 4.53515 1.28259 -2.09656
H 2.80143 -0.14199 -4.63110
H 4.55710 -0.80297 -6.24138
H 6.21424 -2.51733 -5.61706
H 6.06066 -3.63283 -3.42061
H 4.27463 -3.00888 -1.84110
H -1.87611 -5.88219 0.79730
H -3.33357 -7.62509 -0.14540
H -4.58843 -7.20432 -2.22842
H -4.31386 -5.04870 -3.40719
H -2.85537 -3.30950 -2.47022
H -3.23929 -4.36122 1.92612
H -3.37715 -2.66458 3.98022
H -0.42558 -4.61307 -2.41712
H 1.81203 -3.42799 -3.33187
H 1.95780 4.78171 1.36578
H 2.07529 7.23137 1.26340
H 0.21030 8.52286 0.29363
H -1.81069 7.34758 -0.50083
H -1.92917 4.88658 -0.40905
C 5.07645 0.65960 2.49653
N 4.33723 -0.12557 1.52574
C 5.04968 -0.79874 0.46771
C 3.00816 -0.44298 1.78235
N 2.04023 -0.11504 0.97038
C 2.14008 0.63195 -0.23604
C 3.05953 1.87708 -0.36208
C 2.58777 2.41208 -2.40703
C 1.65220 1.85851 -3.39840
C 0.53781 1.15368 -3.08342
C 0.01782 0.92975 -1.79739
N -1.28806 0.70375 -1.51185
C -2.35663 1.02740 -2.21958
N -2.33904 1.84358 -3.32378
C -1.63817 3.10606 -3.34418
C -2.91011 1.42308 -4.58528
N -3.55923 0.57367 -1.80134
C -3.66425 -0.41014 -0.74865
C -4.80053 1.15330 -2.26788
N 2.71052 -1.04059 2.94589
C 1.33734 -1.19828 3.35463
C 3.66850 -1.80716 3.71790
H 6.12864 0.66031 2.22726
H 4.98442 0.28479 3.51570
H 4.72402 1.69649 2.49777
H 5.95067 -0.24397 0.22183
H 4.42880 -0.85841 -0.42639
H 5.33138 -1.82144 0.75185
H 3.70105 2.13939 0.46574
H 3.20486 3.18402 -2.86302
H 1.91356 1.99994 -4.43530
H -0.06998 0.76847 -3.88949
H -1.13244 3.27694 -2.39764
H -2.36029 3.91376 -3.49950
H -0.90723 3.14570 -4.15546
H -3.36734 0.44325 -4.48471
H -2.11744 1.35836 -5.33798
H -3.65677 2.13382 -4.94391
H -2.89635 -0.23124 0.01023
H -3.54874 -1.42703 -1.13173
H -4.64098 -0.32386 -0.27760
H -4.63327 2.15560 -2.65464
H -5.49513 1.22396 -1.42977
H -5.27443 0.54125 -3.03895
H 0.77025 -0.31187 3.06951
H 1.30536 -1.30812 4.43596
H 0.88997 -2.07971 2.88544
H 4.61411 -1.91348 3.19369
H 3.26310 -2.80564 3.89180
H 3.84373 -1.33933 4.69131
```



ORCA calculation (wB97M-V/def2-TZVPD) on CHBrN4O in the gas phase in a non-equilibrium geometry.

Results
Energy above the lowest of the compared OMol25 structures with the same formula, charge and spin (kcal per mole): 17.48
Kohn-Sham gap (Ha): 0.346
Total charge: 0
Highest occupied orbital energy (eV): -10.98
E_tot (Ha): -2906.85820

```
8
CHBrN4O (wB97M-V/def2-TZVPD)
O -0.02308 -0.12730 -0.71896
C 1.29049 0.51110 -0.21996
Br 2.49877 -0.89541 0.12443
N 1.13640 1.26746 1.07182
N 1.43223 2.37865 0.81995
N 1.68022 2.57931 -0.56597
N 1.67872 1.54766 -1.16618
H 0.37093 -0.61396 -1.52704
```



ORCA calculation (wB97M-V/def2-TZVPD) on a molecular structure, C25H34NOSiW in a non-equilibrium geometry.

Results
Energy above the lowest of the compared OMol25 structures with the same formula, charge and spin (kcal per mole): 0.00
Kohn-Sham gap (spin up / spin down) (Ha): 0.237 / 0.269
Total charge: +1
Highest occupied orbital energy (spin up / spin down) (eV): -9.64 / -11.27
<S²>: 2.015
E_tot (Ha): -1459.32238
Spin multiplicity: 3

```
63
C25H34NOSiW (wB97M-V/def2-TZVPD)
C -2.33124 -1.42348 1.69845
C -2.05180 -1.97580 0.39903
C -0.65009 -2.25550 0.31870
H -2.79301 -2.26688 -0.33737
C -0.02827 -1.78754 1.50256
C -1.05217 -1.30706 2.39014
H 1.03915 -1.80176 1.72091
C -2.99712 1.73170 0.37745
C -3.59069 0.64330 -0.33261
C -2.75562 0.28558 -1.40648
H -4.58823 0.25243 -0.16064
C -1.54427 1.08020 -1.32096
C -1.76881 2.07839 -0.29569
H -0.14738 -2.77127 -0.49566
H -0.91460 -1.14367 3.45521
H -3.31351 -1.21371 2.11984
H -1.12762 2.93284 -0.13096
H -2.94802 -0.44253 -2.20066
H -3.43621 2.32746 1.17040
W -1.33886 0.26236 0.71478
C -0.36929 1.06860 -2.28826
C 0.12037 2.49675 -2.56770
C -0.73098 0.34904 -3.59485
H -0.68266 3.09936 -3.01208
H 0.96402 2.50618 -3.27182
H 0.43568 3.00505 -1.64868
H -1.55250 0.84542 -4.11753
H -1.03682 -0.68209 -3.39289
H 0.13180 0.31378 -4.27522
C 0.78231 0.20492 -1.66178
C 1.66146 0.75192 -0.55486
H 1.47436 -0.05173 -2.47260
H 0.37200 -0.77363 -1.32651
O 1.17980 1.19792 0.52212
N 3.03805 0.71673 -0.77958
C 3.78676 -0.54908 -0.58160
H 3.52323 1.49791 -0.30745
C 3.14865 -1.83157 -1.08501
C 3.07021 -2.91918 -0.20718
H 3.46555 -2.80357 0.80695
C 2.53878 -4.13689 -0.63404
H 2.55000 -4.98509 0.04775
C 1.99332 -4.25072 -1.91354
H 1.51330 -5.18007 -2.22169
C 2.08425 -3.17112 -2.79962
H 1.64317 -3.23394 -3.79594
C 2.77557 -2.00737 -2.42681
H 3.02190 -1.22952 -3.16557
H 3.92849 -0.65490 0.50815
H 4.78432 -0.45284 -1.04893
C 0.65745 1.31420 3.73843
Si -0.90892 1.74037 2.78503
C -2.43289 1.38419 3.86748
C -0.84850 3.59537 2.45017
H 0.58062 0.34399 4.24389
H 0.84146 2.09116 4.49555
H 1.52189 1.28169 3.06042
H -2.35308 1.99093 4.78032
H -3.35576 1.65285 3.33449
H -2.49626 0.32347 4.14535
H -0.68931 4.12441 3.40216
H -0.01603 3.84302 1.77606
H -1.77739 3.96907 2.00097
```



Copy entry 1 word for word.
ORCA calculation (wB97M-V/def2-TZVPD) on C2H4N4S in the gas phase in a non-equilibrium geometry.

Results
Energy above the lowest of the compared OMol25 structures with the same formula, charge and spin (kcal per mole): 46.00
Kohn-Sham gap (Ha): 0.341
Total charge: 0
Highest occupied orbital energy (eV): -8.88
E_tot (Ha): -695.75862

```
11
C2H4N4S (wB97M-V/def2-TZVPD)
H 2.61660 0.53356 1.59729
N 2.50073 0.21342 0.64363
C 1.31613 0.04338 0.18639
N 1.05272 -0.36586 -1.19089
C -0.20787 -0.44973 -1.34833
N -0.89289 -0.17049 -0.16603
S -2.39975 0.72639 -0.31142
N 0.01473 0.36328 0.75925
H -0.70049 -0.73469 -2.26855
H -3.15830 -0.10819 0.43380
H -0.14161 -0.05106 1.66487
```